{"formula": "BH26O11", "method": "wB97M-V/def2-TZVPD", "elements": ["B", "H", "H", "H", "H", "O", "H", "H", "O", "H", "H", "O", "H", "H", "O", "H", "H", "O", "H", "H", "O", "H", "H", "O", "H", "H", "O", "H", "H", "O", "H", "H", "O", "H", "H", "O", "H", "H"], "coordinates": [[-21.004, -4.989, 21.494], [-19.885, -4.399, 21.465], [-21.950, -4.198, 21.678], [-21.206, -5.575, 20.407], [-20.970, -5.838, 22.366], [-19.609, -3.050, 18.825], [-20.406, -2.565, 19.069], [-19.710, -3.912, 19.208], [-21.520, -1.625, 20.256], [-22.306, -1.472, 19.723], [-21.816, -2.203, 20.939], [-16.928, -3.581, 21.822], [-17.688, -3.741, 22.392], [-17.212, -2.836, 21.300], [-17.551, -5.566, 19.960], [-17.493, -4.820, 20.505], [-16.885, -6.126, 20.298], [-19.591, -1.451, 22.821], [-20.213, -2.122, 23.127], [-19.715, -0.609, 23.335], [-20.503, -7.231, 18.095], [-21.187, -7.894, 17.891], [-20.970, -6.452, 18.431], [-21.480, -4.135, 17.415], [-22.091, -4.382, 18.112], [-20.782, -3.582, 17.860], [-18.823, -7.599, 21.267], [-18.750, -6.801, 20.698], [-19.520, -7.333, 21.812], [-22.063, -8.423, 20.792], [-21.615, -7.719, 21.150], [-21.287, -8.887, 20.476], [-23.719, -4.620, 19.253], [-23.302, -5.015, 20.002], [-24.052, -3.796, 19.604], [-18.334, -4.347, 24.143], [-18.897, -5.048, 23.755], [-17.672, -4.863, 24.581]], "forces_ev_per_a": [[0.40, 0.22, -0.57], [-0.75, -0.22, -0.01], [0.20, -0.05, 0.14], [0.16, 0.30, 0.31], [-0.11, -0.13, 0.32], [0.73, 0.94, -0.65], [0.16, 0.38, 0.97], [0.09, -0.87, 0.77], [-0.09, 1.05, -1.06], [-0.04, 0.07, -0.10], [-0.06, -1.11, 1.01], [0.26, -0.18, -0.17], [-0.12, -0.04, 0.57], [-0.10, 0.55, -0.35], [-1.17, -1.02, -2.18], [0.16, 2.09, 1.46], [1.18, -1.09, 0.47], [0.15, 1.32, 0.49], [0.05, 0.21, 0.15], [-0.10, -1.63, -0.67], [-0.28, -0.55, -0.18], [0.31, 0.64, 0.26], [0.06, -0.17, -0.15], [0.29, 0.42, -0.16], [-0.42, 0.03, 0.16], [-0.57, -0.93, -0.99], [1.41, -0.21, -1.38], [0.28, -0.44, -0.08], [-1.81, 0.50, 1.63], [-1.26, -2.66, -1.11], [1.09, 3.42, 1.54], [0.14, -0.64, -0.50], [-0.65, 0.29, -0.91], [0.87, -0.69, 1.04], [-0.15, 0.32, -0.01], [-1.07, -0.45, -0.51], [-0.05, 0.60, -0.02], [0.84, -0.26, 0.46]], "nbo_charge": [-0.724, -0.056, -0.089, -0.066, -0.068, -0.948, 0.489, 0.496, -0.939, 0.462, 0.494, -0.975, 0.504, 0.479, -0.951, 0.489, 0.464, -0.950, 0.485, 0.465, -0.950, 0.459, 0.490, -1.009, 0.476, 0.468, -0.986, 0.504, 0.461, -0.944, 0.475, 0.468, -0.949, 0.500, 0.460, -0.948, 0.494, 0.466], "lumo_ha": 0.098, "relative_energy_kj_mol": 85.6, "e_homo_ev": -6.801, "total_charge": -1}